A molecular structure, C32H36AgF12N2O7PS3. Source: OMol25; level of theory: ωB97M-V/def2-TZVPD.

Positions of all 94 atoms, in Å:
1 Ag 0.5292 0.0114 -0.7163
2 C 0.2359 -3.3760 2.1453
3 C -0.6460 -2.2655 2.7344
4 C 0.1554 -0.9723 2.9071
5 C -1.9542 -1.9933 1.9972
6 C -3.1037 -1.9396 2.7895
7 C -4.3562 -1.6633 2.2626
8 C -4.4622 -1.4287 0.9001
9 C -3.3491 -1.4801 0.0696
10 C -3.5328 -1.1887 -1.4118
11 C -4.1882 0.1803 -1.6407
12 C -4.3489 -2.2855 -2.1103
13 C -2.0647 -1.7707 0.6035
14 N -0.9637 -1.8253 -0.2645
15 C -0.9272 -2.9181 -1.0700
16 C -1.6200 -4.1298 -0.8020
17 C -1.5098 -5.2572 -1.6072
18 C -0.7056 -5.2584 -2.7370
19 C -0.0255 -4.0806 -3.0558
20 C -0.1541 -2.9718 -2.2583
21 F 0.4645 -1.8481 -2.6735
22 H 1.0427 -3.6191 2.8475
23 H 0.6849 -3.0555 1.2051
24 H -0.3427 -4.2840 1.9554
25 H -0.9434 -2.5876 3.7346
26 H 0.5020 -0.6104 1.9432
27 H 1.0269 -1.1416 3.5447
28 H -0.4675 -0.1936 3.3631
29 H -3.0084 -2.1265 3.8562
30 H -5.2304 -1.6218 2.9033
31 H -5.4380 -1.2071 0.4740
32 H -2.5452 -1.1524 -1.8631
33 H -5.2121 0.2046 -1.2479
34 H -4.2380 0.3981 -2.7124
35 H -3.6130 0.9741 -1.1575
36 H -5.3403 -2.3751 -1.6503
37 H -3.8461 -3.2513 -2.0400
38 H -4.4840 -2.0455 -3.1713
39 H -2.2471 -4.1640 0.0819
40 H -2.0634 -6.1527 -1.3421
41 H -0.6093 -6.1367 -3.3633
42 H 0.6061 -4.0107 -3.9345
43 F 4.7542 -3.6996 3.9736
44 C 4.3443 -2.9864 2.9207
45 C 4.1049 -3.5941 1.7101
46 F 4.2863 -4.9178 1.6006
47 C 3.6915 -2.8488 0.6230
48 F 3.4844 -3.5096 -0.5123
49 C 3.4896 -1.4670 0.6718
50 S 3.0607 -0.5311 -0.7247
51 C 3.7410 -0.9022 1.9223
52 F 3.5716 0.4082 2.1063
53 C 4.1547 -1.6282 3.0208
54 F 4.3712 -1.0201 4.1971
55 F 2.3046 3.0771 -0.6679
56 C 2.9207 3.3894 -1.8208
57 F 2.9324 4.7238 -1.9095
58 F 4.1609 2.9360 -1.7724
59 S 1.9299 2.6470 -3.2500
60 O 1.0370 1.7168 -2.5991
61 O 1.3354 3.7866 -3.9001
62 N 2.9639 1.8834 -4.1738
63 S 3.8663 2.8097 -5.1101
64 O 3.4611 2.8396 -6.4868
65 O 4.2919 4.0441 -4.5026
66 C 5.3812 1.7809 -5.1397
67 F 6.2810 2.4105 -5.9115
68 F 5.8965 1.6268 -3.9226
69 F 5.1370 0.5764 -5.6685
70 C 1.8835 3.7897 2.8149
71 C 1.1285 2.5853 2.3048
72 O 0.0213 3.0496 1.5160
73 P -0.6127 2.0174 0.4172
74 O -1.8551 1.3615 1.1978
75 C -2.8253 2.1330 1.9251
76 C -2.5308 2.0738 3.4096
77 O -1.4345 3.1253 -0.4363
78 C -0.7732 4.2460 -1.0503
79 C -1.3432 5.5307 -0.4886
80 H 2.6948 3.4705 3.4766
81 H 1.2117 4.4498 3.3717
82 H 2.3094 4.3482 1.9779
83 H 0.7557 1.9821 3.1367
84 H 1.7815 1.9502 1.6990
85 H -3.7922 1.6812 1.7091
86 H -2.8315 3.1627 1.5665
87 H -2.4507 1.0321 3.7250
88 H -3.3400 2.5522 3.9706
89 H -1.5916 2.5881 3.6325
90 H -0.9217 4.1796 -2.1216
91 H 0.3024 4.2105 -0.8653
92 H -2.4231 5.5749 -0.6584
93 H -0.8686 6.3862 -0.9798
94 H -1.1551 5.5876 0.5865

## Properties
* HOMO-LUMO gap: 6.1 eV
* charge: -2
* DFT total energy: -4758.6186 a.u.

Mulliken charges in e: Ag 0.409; C -1.371; C 0.152; C -0.547; C 0.922; C -0.849; C -1.510; C -0.147; C 1.617; C 0.862; C -1.535; C -1.542; C -1.697; N 2.893; C -0.250; C -0.688; C -0.777; C -0.565; C -0.589; C -0.291; F -0.248; H 0.561; H -0.283; H 0.350; H 0.528; H -0.452; H 0.622; H 0.086; H 0.270; H 0.297; H 0.241; H -0.146; H 0.256; H 0.455; H 0.240; H 0.269; H 0.286; H 0.456; H 0.375; H 0.370; H 0.358; H 0.451; F -0.367; C 0.760; C 0.203; F -0.353; C 0.070; F -0.434; C 0.426; S -0.471; C -0.107; F -0.446; C 0.075; F -0.392; F -0.227; C 0.731; F -0.249; F -0.182; S 0.854; O -0.653; O -0.668; N -0.409; S 0.935; O -0.646; O -0.622; C 0.662; F -0.238; F -0.209; F -0.239; C -1.618; C 0.568; O -0.252; P 1.084; O -0.281; C -0.349; C -0.990; O -0.341; C 0.285; C -1.454; H 0.362; H 0.370; H 0.336; H 0.136; H -0.189; H 0.372; H 0.306; H 0.146; H 0.440; H 0.147; H 0.465; H -0.183; H 0.312; H 0.423; H 0.264